The following is a quantum chemistry calculation of C28H29N6O2STa as an isolated structure, from the OMol25 dataset.

Structure (XYZ):
```
67
Properties=species:S:1:pos:R:3
Ta 0.05179 -0.31082 0.23771
C -6.06533 -0.72628 -0.99450
C -5.14091 0.04025 -2.06012
N -3.85035 -0.52723 -2.18623
C -2.88058 -0.25889 -1.39021
S -1.28092 -0.96869 -1.77503
N -3.07842 0.34842 -0.28005
N -1.95857 0.78258 0.36387
C -2.15400 1.53936 1.37355
C -3.51368 1.77461 1.92687
C -0.89416 2.07914 1.99553
C -0.86899 3.11462 2.93532
C 0.30381 3.60824 3.39105
C 1.49249 3.17446 2.80401
C 1.39302 2.12707 1.93832
N 0.26379 1.46321 1.57553
H -6.44326 -1.68874 -1.41304
H -6.89580 -0.14787 -0.76599
H -5.48439 -0.86913 -0.07075
H -5.05237 1.10884 -1.70452
H -5.61401 0.02096 -3.05844
H -3.69253 -1.23118 -2.90293
H -3.98175 0.78900 2.15137
H -4.13298 2.26667 1.19519
H -3.44469 2.40340 2.78173
H -1.82959 3.40277 3.33231
H 0.17010 4.31372 4.24362
H 2.38339 3.67082 3.07655
H 2.30131 1.66496 1.51285
N 0.99479 -2.47568 -0.53163
C 1.36240 -3.48000 0.45858
C 0.07347 -3.83671 1.22024
C -0.53696 -2.73359 2.07849
O -0.74199 -2.78407 3.24539
O -0.68149 -1.55247 1.42015
H 0.15922 -2.76465 -1.00265
H 1.69574 -2.31373 -1.26028
H 2.08280 -3.13495 1.22672
H 1.79403 -4.34325 -0.06168
H 0.26841 -4.63745 1.96101
H -0.67325 -4.11323 0.47240
C 3.35103 -0.96084 3.24653
C 4.47830 -1.00237 2.45759
C 4.36771 -0.82838 1.06552
C 3.08861 -0.68633 0.57885
C 1.91533 -0.60504 1.38639
C 2.04306 -0.84856 2.72589
C 2.85017 -0.35273 -0.83616
C 3.63430 -0.82672 -1.91533
C 3.25069 -0.42172 -3.20483
C 2.19612 0.48720 -3.38550
C 1.89974 1.14452 -4.59815
C 0.94645 2.08946 -4.76861
C 0.18013 2.40351 -3.62026
C 0.48295 1.81893 -2.39995
C 1.46152 0.88341 -2.28333
N 1.67978 0.27713 -1.02488
H 3.51442 -1.10730 4.34207
H 5.47317 -1.05310 2.96339
H 5.24788 -1.00135 0.41159
H 1.10724 -0.80620 3.35363
H 4.47312 -1.49367 -1.74552
H 3.79135 -0.76879 -4.05041
H 2.57707 0.99142 -5.44152
H 0.71639 2.60157 -5.72770
H -0.60650 3.17877 -3.50968
H -0.01968 2.09270 -1.47994
```

multiplicity: 1
E_HOMO: -14.1573 eV
total charge: +2

Taken from the Mulliken analysis, the atomic charges in e are:
1 Ta 1.225
2 C -0.985
3 C -0.443
4 N -0.142
5 C 0.699
6 S -0.607
7 N -1.164
8 N 0.403
9 C 0.828
10 C -1.525
11 C 0.499
12 C -0.807
13 C -0.491
14 C -1.129
15 C 0.052
16 N 0.290
17 H 0.313
18 H 0.345
19 H 0.270
20 H 0.219
21 H 0.410
22 H 0.295
23 H 0.286
24 H 0.343
25 H 0.505
26 H 0.335
27 H 0.417
28 H 0.553
29 H 0.347
30 N -0.421
31 C -0.464
32 C -0.753
33 C 0.424
34 O -0.499
35 O -0.567
36 H 0.399
37 H 0.184
38 H 0.182
39 H 0.479
40 H 0.395
41 H 0.365
42 C -0.905
43 C -0.803
44 C -0.263
45 C 1.126
46 C 0.449
47 C -0.099
48 C -0.208
49 C -1.015
50 C -0.895
51 C 0.829
52 C -0.776
53 C -0.979
54 C -0.498
55 C -0.397
56 C 0.434
57 N 0.614
58 H 0.402
59 H 0.398
60 H 0.366
61 H 0.375
62 H 0.521
63 H 0.567
64 H 0.392
65 H 0.414
66 H 0.425
67 H 0.460

The following is a quantum chemistry calculation of a 14-piece molecular cluster, C6H42N2O13 overall, from the OMol25 dataset.

Structure (XYZ):
```
63
Properties=species:S:1:pos:R:3
C -1.14863 -2.64047 0.03950
N 0.32231 -2.36069 0.30050
C 0.76852 -0.95172 0.13801
C 2.36258 -0.89660 0.55170
C 2.65510 0.28405 1.41631
N 2.28047 1.52223 0.68669
C -2.21267 -1.80033 0.70098
C -2.84481 -0.71369 -0.07815
H -1.16178 -2.68995 -1.07066
H -1.37656 -3.68252 0.34506
H 0.67726 -2.76851 1.13665
H 0.31728 -0.28898 0.96413
H 0.42371 -0.50080 -0.80154
H 2.67447 -1.85261 0.98050
H 2.92122 -0.79659 -0.39267
H 2.02286 0.10975 2.32330
H 3.78523 0.25913 1.62458
H 2.78946 1.65904 -0.15133
H 2.51829 2.38793 1.28851
H -2.96059 -2.53545 1.05630
H -1.85836 -1.36739 1.69130
H -1.97898 -0.09835 -0.53319
H -3.38694 -0.02177 0.60733
H -3.34349 -0.96189 -1.03801
H 0.36677 0.80479 3.86130
H -0.45099 0.04812 4.87621
O 0.42069 0.16387 4.55686
H -1.86801 0.59742 -3.16609
H -1.22877 1.35970 -1.86297
O -1.72905 1.46371 -2.74033
H 0.43555 1.54866 -0.34905
H -0.50259 2.70749 -0.20146
O -0.55124 1.71407 -0.36023
H 1.65830 -2.75859 -2.95755
H 0.58973 -2.70944 -1.88597
O 0.69783 -2.77490 -2.86451
H 3.54810 1.30070 -2.59780
H 3.06997 2.58865 -3.24668
O 3.03731 2.14418 -2.44397
H -1.03163 -2.37826 3.67394
H -2.48510 -1.96551 3.73101
O -1.74583 -2.08442 4.32584
H 1.25108 2.25089 -2.95387
H -0.20856 2.02124 -3.09911
O 0.51312 2.67057 -3.40562
H -1.45324 -1.18392 -4.79614
H -0.63560 -1.66006 -3.67844
O -1.41998 -1.12111 -3.86736
H 0.70848 -1.18830 3.64777
H 1.15479 -2.73659 3.71753
O 0.95242 -2.02252 3.13659
H -4.28887 2.07158 -2.02487
H -3.03714 2.66871 -2.43593
O -3.93670 2.98072 -2.31602
H 1.15967 0.49255 -3.66848
H 1.19337 -0.72908 -2.78209
O 1.74228 0.04054 -2.98555
H 0.59448 2.79771 2.68483
H 1.16060 3.81302 3.72087
O 0.60681 3.73518 2.95776
H -1.55320 1.26045 2.37132
H -0.35277 1.47296 1.32992
O -0.62802 1.30140 2.31252
```

multiplicity: 1
E_HOMO: -8.9639 eV

Taken from the Mulliken analysis, the atomic charges in e are:
1 C -0.838
2 N -0.445
3 C 2.237
4 C -1.385
5 C -0.253
6 N -0.421
7 C 0.821
8 C -1.331
9 H 0.080
10 H 0.493
11 H 0.295
12 H -0.617
13 H -0.222
14 H 0.523
15 H 0.288
16 H -0.013
17 H 0.384
18 H 0.156
19 H 0.228
20 H 0.578
21 H -0.814
22 H 0.268
23 H 0.266
24 H 0.341
25 H 0.344
26 H 0.333
27 O -0.731
28 H 0.335
29 H 0.467
30 O -0.797
31 H 0.162
32 H 0.347
33 O -0.937
34 H 0.317
35 H 0.349
36 O -0.806
37 H 0.308
38 H 0.312
39 O -0.718
40 H 0.368
41 H 0.349
42 O -0.652
43 H 0.390
44 H 0.354
45 O -0.735
46 H 0.254
47 H 0.309
48 O -0.567
49 H 0.359
50 H 0.231
51 O -0.557
52 H 0.303
53 H 0.392
54 O -0.677
55 H 0.361
56 H 0.128
57 O -0.471
58 H 0.289
59 H 0.285
60 O -0.672
61 H 0.162
62 H 0.311
63 O -0.420

The following is a quantum chemistry calculation of an isolated ion of composition C3H5N2O3S and charge -1, from the OMol25 dataset.

Structure (XYZ):
```
14
Properties=species:S:1:pos:R:3
C 0.85618 1.22377 1.10214
C 1.02575 -0.40683 -0.83912
C 0.04424 0.53886 0.00732
N -1.01408 -0.22959 0.53573
N -2.12349 -0.20141 -0.11415
O -2.26847 0.39679 -1.20870
O 1.72423 2.03685 0.87083
O -3.12601 -0.85106 0.35090
S 1.68724 -1.66499 0.29780
H 0.78063 0.88163 2.16837
H 0.41139 -0.88164 -1.64251
H 1.81282 0.11833 -1.41300
H -0.30866 1.26958 -0.76001
H 0.49822 -2.23030 0.64441
```

multiplicity: 1
E_HOMO: -4.6257 eV
SMILES: O=C[C@@H](CS)N=[N+]([O-])[O-]
total charge: -1

Taken from the Mulliken analysis, the atomic charges in e are:
1 C -0.189
2 C -0.837
3 C 0.320
4 N -0.698
5 N 0.972
6 O -0.706
7 O -0.519
8 O -0.747
9 S -0.300
10 H 0.358
11 H 0.334
12 H 0.382
13 H 0.470
14 H 0.159

The following is a quantum chemistry calculation of one molecule with the formula C4H11NO, from the OMol25 dataset.

Structure (XYZ):
```
17
Properties=species:S:1:pos:R:3
C 1.53461 -1.06386 -0.10892
C 0.19080 -0.59121 0.57910
C -1.04908 -1.12534 -0.05382
N 0.10590 0.85340 0.74767
C -0.09428 1.64632 -0.47651
O -1.52392 1.85763 -0.45779
H 2.18509 -0.14601 -0.16953
H 2.01310 -1.75338 0.52173
H 1.24611 -1.61390 -1.00300
H 0.13957 -1.06362 1.60364
H -1.89921 -0.82534 0.44170
H -1.27401 -0.45603 -0.99518
H -0.99612 -2.16155 -0.41445
H 0.79009 1.17709 1.36423
H 0.44631 2.62360 -0.41120
H 0.07397 1.20410 -1.52571
H -1.88893 1.43810 0.35804
```

multiplicity: 1
E_HOMO: -9.1974 eV
SMILES: CC(C)NCO

Taken from the Mulliken analysis, the atomic charges in e are:
1 C -1.236
2 C 0.611
3 C -1.548
4 N -0.422
5 C -0.329
6 O -0.541
7 H 0.302
8 H 0.390
9 H 0.288
10 H 0.282
11 H 0.429
12 H 0.333
13 H 0.369
14 H 0.227
15 H 0.287
16 H 0.216
17 H 0.342

The following is a quantum chemistry calculation of C23H38FN3PSSiSn as an isolated structure, from the OMol25 dataset.

Structure (XYZ):
```
69
Properties=species:S:1:pos:R:3
Sn -0.55443 -0.37839 0.93676
C -1.64090 -3.19837 0.02438
C -2.74145 -2.41335 -0.67496
N -2.56846 -0.95751 -0.48248
C -3.80606 -0.23997 -0.10161
C -4.40826 -0.62828 1.24379
S -3.31881 -0.31956 2.65952
C -2.93841 -1.97092 3.30726
C -2.56442 -3.03743 2.29394
N -1.44580 -2.69368 1.39332
H -1.88206 -4.26610 0.00538
H -0.69551 -3.06497 -0.50512
H -2.73597 -2.66768 -1.73683
H -3.72307 -2.70291 -0.30150
H -2.26814 -0.55550 -1.36169
H -3.56884 0.82585 -0.09869
H -4.57176 -0.39913 -0.86993
H -5.30328 -0.02235 1.38445
H -4.74447 -1.66413 1.26043
H -2.11616 -1.79107 4.00334
H -3.77987 -2.33588 3.89688
H -2.32769 -3.95546 2.83919
H -3.43456 -3.27638 1.68435
H -0.59106 -3.09280 1.76606
C 1.84560 -2.77030 -2.49374
Si 1.51610 -1.12196 -1.67709
C 2.89195 0.10089 -2.01199
C -0.00962 -0.38682 -2.49346
N 1.16542 -1.29764 0.03658
C 2.15455 -1.80528 0.89533
C 3.44003 -2.18231 0.47232
C 4.39230 -2.69087 1.34058
C 4.11936 -2.84586 2.69077
C 2.86954 -2.47405 3.15877
C 1.95377 -1.97737 2.26392
F 0.72077 -1.59514 2.77858
H 1.97057 -2.64493 -3.57184
H 1.00922 -3.45667 -2.33672
H 2.74234 -3.25940 -2.11380
H 2.89721 0.35557 -3.07523
H 3.89175 -0.24979 -1.75917
H 2.71846 1.02401 -1.45201
H 0.27624 -0.04575 -3.49139
H -0.38971 0.49938 -1.97144
H -0.80308 -1.12220 -2.64090
H 3.70423 -2.07751 -0.56916
H 5.36262 -2.96597 0.94924
H 4.86273 -3.23739 3.36994
H 2.59691 -2.55352 4.20250
C 1.16483 2.86188 1.38955
P -0.15535 2.82326 0.11568
C -1.49939 3.69491 1.00438
C 0.44901 4.05687 -1.08303
C 0.92779 3.59245 -2.30583
C 1.43670 4.47332 -3.25012
C 1.45766 5.83348 -2.98331
C 0.97365 6.31001 -1.77178
C 0.47618 5.42715 -0.82648
H 1.37117 3.88346 1.71228
H 2.08066 2.42857 0.98531
H 0.86132 2.27728 2.26098
H -1.14639 4.57306 1.54645
H -1.94656 3.00896 1.72714
H -2.26922 4.00285 0.29662
H 0.89650 2.53047 -2.52363
H 1.80890 4.09812 -4.19445
H 1.84738 6.52415 -3.71935
H 0.98640 7.37173 -1.56327
H 0.10889 5.81489 0.11604
```

multiplicity: 1
E_HOMO: -10.3173 eV
total charge: +1

Taken from the Mulliken analysis, the atomic charges in e are:
1 Sn 0.812
2 C -0.613
3 C -0.883
4 N 0.019
5 C -1.006
6 C -0.560
7 S -0.091
8 C -0.731
9 C -0.966
10 N -0.035
11 H 0.578
12 H -0.030
13 H 0.501
14 H 0.403
15 H 0.172
16 H 0.386
17 H 0.415
18 H 0.526
19 H 0.350
20 H 0.323
21 H 0.507
22 H 0.414
23 H 0.351
24 H 0.292
25 C -1.176
26 Si 0.044
27 C -1.068
28 C -0.981
29 N 0.412
30 C 0.969
31 C -0.380
32 C -1.195
33 C -0.440
34 C -1.008
35 C 0.463
36 F -0.256
37 H 0.409
38 H 0.347
39 H 0.380
40 H 0.373
41 H 0.427
42 H 0.257
43 H 0.572
44 H 0.034
45 H 0.361
46 H 0.240
47 H 0.431
48 H 0.401
49 H 0.482
50 C -1.282
51 P 0.588
52 C -1.403
53 C 0.263
54 C 0.051
55 C -0.700
56 C -0.455
57 C -0.719
58 C -0.528
59 H 0.463
60 H 0.281
61 H 0.434
62 H 0.452
63 H 0.291
64 H 0.417
65 H 0.172
66 H 0.412
67 H 0.383
68 H 0.399
69 H 0.250

no.,maximum force (eV/Å)
1,3.11
2,3.72
3,2.17
4,4.85
5,0.50